(1)
C7H16Cl2NP | ωB97M-V with the def2-TZVPD basis set

The LUMO energy (alpha / beta) comes out at -2.403 / -2.043 eV. As for the max |F|: 3.66 eV Å⁻¹. As for the multiplicity: 1. As for the HOMO-LUMO gap (alpha / beta): 5.7379 / 6.5687 eV.

The geometry in XYZ format:
```
27
Properties=species:S:1:pos:R:3:forces:R:3
C 1.88161 1.57078 0.51033 0.589 -2.349 -1.111
C -1.33010 -0.99178 0.69961 1.342 -1.659 -0.905
C -0.37944 0.47784 2.60487 1.083 1.912 0.628
C -1.43956 1.49018 0.52200 -0.356 -0.640 3.583
C 1.16764 -1.67525 -1.83741 -0.791 -1.905 1.976
C 0.88828 0.70765 -2.39177 1.524 -0.637 0.827
C -0.63042 0.28575 1.10338 1.094 -0.545 0.190
N 0.92074 -0.30599 -1.34342 0.645 -0.685 1.085
P 1.14517 0.04513 0.28766 -1.668 0.598 -0.797
Cl 3.27913 1.85978 -0.42470 0.132 0.615 0.024
Cl 2.25374 -3.04748 1.04629 -0.399 1.019 -0.021
H 1.86738 1.93737 1.49585 -0.013 0.939 1.016
H -1.21066 -0.99350 -0.41378 -0.153 -0.472 0.718
H -0.81994 -1.99569 1.09626 -1.460 2.225 -0.570
H -2.39574 -0.84069 0.81270 -0.325 -0.603 0.694
H 0.64022 0.32932 2.92397 0.637 -1.299 -0.159
H -0.99797 -0.07706 3.32557 -0.157 0.383 -0.563
H -0.28457 1.58705 2.84410 -1.280 -0.973 -0.201
H -2.02359 1.78254 1.54933 0.738 -0.288 -3.011
H -0.77514 2.29435 0.27248 -0.046 0.546 -0.305
H -2.08103 1.14049 -0.27497 -0.196 0.389 -0.173
H 1.49979 -2.42844 -0.96412 -1.249 1.737 -1.685
H 0.28946 -2.00718 -2.41297 -0.181 -0.115 0.666
H 1.93006 -1.83083 -2.55488 1.439 0.926 -0.742
H 0.69386 1.67817 -1.97740 0.816 0.666 0.281
H 1.83577 0.51789 -2.93069 -0.539 1.124 -0.222
H 0.05078 0.59788 -3.01032 -1.225 -0.907 -1.222
```
Forces are in eV/Å.

Mulliken atomic charge list, values in e, 5 entries:
1 C -0.433
2 C -1.732
3 C -1.639
4 C -1.421
5 C -0.731

=====

(2)
C60H133FO27 | ωB97M-V with the def2-TZVPD basis set

The LUMO energy comes out at 0.693 eV. The SMILES is COCCOCCOC.COCCOCCOC.COCCOCCOC.COCCOCCOC.COCCOCCOC.COCCOCCOC.COCCOCCOC.Fc1ccccc1.COCCOC.COCCOC.COCCOC. As for the max |F|: 2.90 eV Å⁻¹. As for the multiplicity: 1. As for the HOMO-LUMO gap: 9.5132 eV.

The geometry in XYZ format:
```
221
Properties=species:S:1:pos:R:3:forces:R:3
F -22.79483 -14.18851 -19.04792 -0.002 -0.300 -0.564
C -22.71694 -15.24278 -19.89837 -0.021 -1.419 -2.354
C -21.84059 -16.29779 -19.62762 -0.410 1.071 1.088
C -21.77214 -17.41281 -20.44773 0.260 1.425 -0.593
C -22.50408 -17.37793 -21.62661 -0.369 -2.306 -0.043
C -23.48430 -16.45105 -21.89896 1.039 1.213 0.555
C -23.47430 -15.30797 -21.11390 -0.711 0.715 2.226
H -21.23586 -16.17787 -18.74087 0.172 -0.235 0.115
H -21.04330 -18.18329 -20.24390 -0.051 -0.124 -0.037
H -22.39703 -18.24130 -22.26656 -0.021 -0.150 -0.256
H -24.18730 -16.50617 -22.71698 0.218 -0.135 -0.203
H -24.21038 -14.54274 -21.31141 -0.073 0.171 0.017
C -18.53261 -17.98854 -22.19721 0.691 0.040 -0.038
O -19.54793 -18.94316 -22.55560 1.577 0.688 0.287
C -19.11867 -20.27126 -22.20253 -2.123 -0.240 0.097
C -20.18194 -21.16658 -22.89194 0.078 0.145 -0.285
O -20.26791 -22.44451 -22.27996 -0.429 0.150 0.426
C -21.40630 -23.23329 -22.67479 1.198 0.107 -0.604
C -22.76824 -22.71196 -22.32138 -0.273 1.537 -0.371
O -23.28929 -21.91791 -23.41546 1.607 -1.656 0.268
C -24.45497 -21.22623 -23.13813 0.308 0.476 -0.544
H -17.57762 -18.30122 -22.61949 0.125 -0.068 -0.175
H -18.33701 -17.81735 -21.13866 -0.455 -0.845 0.569
H -18.67255 -16.95096 -22.50046 -0.917 -0.298 -0.852
H -19.15558 -20.34608 -21.11572 -0.140 -0.243 0.146
H -18.11951 -20.60080 -22.48745 0.212 0.604 -0.501
H -19.95559 -21.21479 -23.95708 0.593 -0.545 -0.305
H -21.16234 -20.70015 -22.98874 -0.155 0.400 0.972
H -21.22243 -24.20656 -22.21976 -0.094 0.014 -0.051
H -21.33975 -23.30758 -23.76021 -0.233 -0.396 -0.251
H -22.64233 -22.02264 -21.48647 -0.159 -0.075 0.515
H -23.47362 -23.50020 -22.05831 -0.027 -0.141 -0.010
H -24.58443 -20.69306 -24.07998 -0.797 0.212 0.169
H -24.26878 -20.49633 -22.35029 -0.365 0.083 0.339
H -25.28089 -21.90290 -22.91890 -0.252 0.148 0.116
C -21.11970 -14.19374 -23.98679 0.117 -1.257 -0.871
O -20.52968 -15.12124 -24.95416 -0.603 -0.009 0.094
C -21.29215 -16.35144 -25.06352 0.750 0.032 1.025
C -20.58109 -17.39175 -25.93838 0.853 1.658 -1.072
O -21.39101 -18.27620 -26.67172 0.451 0.421 0.794
C -22.14586 -19.12358 -25.87584 -0.658 -2.209 -0.122
C -22.13771 -20.53520 -26.54821 0.146 0.787 0.101
O -20.79436 -21.02525 -26.68109 -0.048 -0.062 -0.035
C -20.66713 -22.15954 -27.54298 0.014 0.674 -0.279
H -20.48447 -13.31286 -23.89405 0.017 -0.210 -0.119
H -21.25261 -14.69507 -23.02808 0.178 0.030 0.219
H -22.11466 -13.90856 -24.32856 -0.053 0.201 -0.104
H -22.32165 -16.17544 -25.37538 -0.102 0.143 -0.137
H -21.25415 -16.80525 -24.07321 -0.708 0.156 0.388
H -19.81321 -17.86893 -25.32949 -0.124 -0.547 0.014
H -20.05648 -16.83964 -26.71816 0.194 0.130 -0.003
H -23.16251 -18.73512 -25.81569 -0.450 -0.260 -0.194
H -21.88071 -19.27874 -24.83003 0.951 0.497 0.129
H -22.63449 -20.35692 -27.50190 0.259 -0.406 -0.510
H -22.73501 -21.24618 -25.97738 -0.122 -0.034 0.196
H -19.64498 -22.48899 -27.72944 0.426 0.385 1.044
H -20.90337 -21.86282 -28.56486 -0.983 -0.172 -0.098
H -21.21087 -23.02186 -27.15721 -0.361 0.020 -0.250
C -21.86708 -10.70302 -16.44487 0.465 -0.093 0.008
O -20.93629 -10.71871 -15.35135 -1.568 -0.227 -0.507
C -19.99546 -9.69035 -15.31459 1.556 -1.009 0.353
C -19.14802 -9.98204 -14.06470 -0.659 0.072 -0.059
O -18.57634 -11.27119 -14.10597 -0.004 -0.571 0.102
C -18.30924 -11.84974 -12.82268 1.671 1.748 -0.797
C -17.58753 -13.19211 -12.90236 -1.291 -1.086 0.633
O -16.47072 -13.34362 -13.77837 -0.971 1.082 0.151
C -15.85738 -14.61149 -13.74583 -0.609 -0.269 0.556
H -22.39773 -11.65040 -16.53960 0.080 -0.121 0.731
H -21.35979 -10.64365 -17.40779 0.302 0.528 -0.107
H -22.61746 -9.91808 -16.35054 0.124 0.229 0.036
H -20.34703 -8.66134 -15.23946 -0.545 0.049 -0.036
H -19.34515 -9.77001 -16.18571 0.102 0.174 -0.424
H -19.86563 -9.89436 -13.24896 0.015 -0.142 0.461
H -18.38866 -9.21223 -13.92726 0.199 0.116 -0.028
H -19.19749 -11.77158 -12.19578 -0.369 -1.064 -0.052
H -17.62464 -11.20941 -12.26646 0.388 0.635 -0.137
H -18.39271 -13.92069 -12.99697 0.104 -0.644 -1.328
H -17.33989 -13.44734 -11.87201 0.771 0.349 0.399
H -16.54316 -15.41510 -14.01421 -0.262 -0.002 -0.317
H -15.56922 -14.85769 -12.72383 0.540 0.083 0.131
H -15.01961 -14.62891 -14.44292 -0.009 0.213 0.212
C -24.77316 -15.21379 -16.53780 0.436 0.031 1.089
O -23.89106 -14.89831 -15.41782 0.254 -0.194 -1.407
C -22.51347 -14.64347 -15.80650 -1.484 -0.068 -0.649
C -21.69911 -14.23922 -14.61387 -0.376 -0.982 -0.496
O -21.95197 -15.15704 -13.58513 -0.165 -0.196 1.789
C -21.18630 -14.90101 -12.39898 0.772 1.044 -1.122
C -21.79685 -15.47412 -11.16913 -1.265 -0.217 -1.080
O -23.03640 -14.78399 -10.90080 0.672 -0.412 0.101
C -22.97821 -13.68603 -10.01584 -0.589 -0.612 0.894
H -24.40047 -16.00714 -17.18572 0.413 -0.090 0.057
H -25.02777 -14.36451 -17.17184 0.287 0.352 0.075
H -25.69876 -15.58016 -16.09380 0.053 0.063 0.124
H -22.51243 -13.79955 -16.49634 0.091 0.162 -0.211
H -22.07915 -15.46512 -16.37602 -0.111 -0.486 0.203
H -22.04062 -13.22166 -14.42401 0.575 0.239 0.804
H -20.65662 -14.38167 -14.89853 0.233 0.964 -0.150
H -21.04322 -13.82571 -12.29241 -0.138 0.378 0.042
H -20.17908 -15.29425 -12.53664 0.313 -0.341 -0.023
H -21.09789 -15.61691 -10.34501 -0.065 0.657 0.299
H -22.01134 -16.48411 -11.51839 -0.763 -0.253 0.478
H -23.97976 -13.27254 -9.89732 -0.099 0.122 -0.743
H -22.28353 -12.87769 -10.24413 0.212 -0.144 -0.306
H -22.83113 -14.05223 -8.99979 0.749 -0.034 0.257
C -21.45296 -10.96517 -21.00406 -1.266 0.054 -0.807
O -22.29068 -11.43265 -22.04227 0.472 -0.963 -1.652
C -23.59630 -11.78937 -21.66485 0.557 1.324 0.363
C -24.46628 -12.09894 -22.87399 0.208 -0.420 0.153
O -25.57543 -12.82095 -22.43755 -1.543 -0.484 0.941
C -26.70342 -12.05256 -21.97420 -0.016 -1.191 -0.249
C -27.73148 -12.98585 -21.30634 0.566 0.336 0.267
O -27.09088 -13.74486 -20.27489 -0.593 0.269 -0.372
C -27.95019 -14.34384 -19.31198 0.296 -0.009 0.257
H -21.92893 -10.00949 -20.78448 0.688 0.340 1.015
H -20.45514 -10.84454 -21.42585 -0.073 0.042 0.214
H -21.47183 -11.68329 -20.18426 0.203 0.165 0.373
H -23.99889 -10.92684 -21.13374 -0.443 0.133 0.366
H -23.54716 -12.62067 -20.96156 -0.331 -0.203 -0.131
H -23.89752 -12.76107 -23.52685 -0.018 0.024 -0.164
H -24.86793 -11.27577 -23.46489 0.707 0.605 0.057
H -27.15865 -11.58252 -22.84594 -0.270 0.111 -0.130
H -26.50298 -11.25300 -21.26101 0.741 -0.079 0.120
H -28.26716 -13.61032 -22.02132 0.309 -0.417 -0.153
H -28.49219 -12.31338 -20.90985 -0.174 0.111 0.379
H -27.40797 -15.17984 -18.87016 0.011 -0.138 -0.260
H -28.91168 -14.69507 -19.68653 0.063 -0.082 -0.460
H -28.17667 -13.69703 -18.46437 0.031 0.541 -0.080
C -19.41668 -17.60834 -16.99292 0.288 0.028 -0.935
O -19.26817 -18.71875 -17.87169 -0.939 -1.175 1.001
C -20.08309 -19.82381 -17.45260 0.137 -0.158 -0.561
C -19.93953 -20.97688 -18.46985 -0.417 0.123 0.731
O -20.50094 -22.13115 -17.90086 0.311 -1.007 0.526
C -20.41310 -23.31766 -18.70873 -1.881 0.481 0.165
C -19.08507 -23.91352 -19.01963 0.776 1.264 -0.370
O -18.57996 -24.41427 -17.82937 0.397 0.213 0.634
C -17.18577 -24.55740 -17.84232 0.014 -2.050 -0.341
H -20.41508 -17.17170 -17.01791 -0.139 0.176 -0.536
H -18.65198 -16.96443 -17.42737 -0.325 0.643 0.751
H -19.30355 -17.81491 -15.92867 0.716 -0.437 0.076
H -21.12355 -19.51450 -17.35323 -0.330 0.148 -0.456
H -19.86866 -20.17641 -16.44375 0.722 -0.083 0.101
H -18.89316 -21.20419 -18.67362 0.164 0.622 -0.370
H -20.53868 -20.74530 -19.35047 0.415 0.248 -0.532
H -21.03741 -23.13219 -19.58277 0.334 -0.020 -0.581
H -20.97180 -24.06633 -18.14709 0.060 -0.019 0.227
H -18.37504 -23.18379 -19.40881 0.012 0.580 -0.076
H -19.10196 -24.62747 -19.84309 -0.506 -0.592 0.082
H -16.97309 -25.15995 -16.95925 0.443 0.612 0.242
H -16.53043 -23.70426 -18.01771 -0.501 0.653 0.561
H -16.92685 -25.23059 -18.65956 0.145 -0.255 -0.401
C -16.32438 -8.10091 -15.76251 -1.224 -0.585 0.335
O -15.57637 -9.18445 -16.26765 1.085 0.637 -0.331
C -16.01807 -10.51770 -16.00598 1.200 0.481 0.235
C -14.98185 -11.54229 -16.45299 0.574 -0.271 -1.368
O -14.71597 -11.63435 -17.84258 -0.772 1.092 -1.793
C -14.06261 -10.52624 -18.53717 0.625 -1.894 -0.650
C -13.82465 -10.87725 -20.08306 -0.788 -0.328 1.630
O -15.06169 -11.20629 -20.69497 0.194 -0.043 0.351
C -14.89636 -11.69689 -22.03758 -0.578 1.409 0.957
H -16.38589 -8.05875 -14.67506 0.348 -0.304 0.342
H -17.36330 -8.17863 -16.08294 -0.337 -0.094 -0.221
H -16.01803 -7.10164 -16.07186 0.764 -0.441 -0.461
H -16.96180 -10.65280 -16.53438 -0.260 -0.406 0.367
H -16.01517 -10.69400 -14.93032 -0.954 0.098 0.240
H -15.32360 -12.55496 -16.23891 -0.538 0.152 0.314
H -13.99532 -11.53195 -15.98958 -0.010 0.883 0.765
H -13.11696 -10.45930 -17.99926 0.512 0.444 -0.414
H -14.50930 -9.53199 -18.53208 -0.733 -0.333 0.442
H -13.14981 -11.70076 -20.31656 0.333 -0.216 0.668
H -13.34160 -9.97798 -20.46525 -0.169 0.352 -0.490
H -14.23153 -12.55959 -22.08053 0.067 0.034 -0.108
H -14.54824 -10.81463 -22.57473 0.339 -0.482 -0.714
H -15.89599 -11.94108 -22.39704 0.229 -0.190 -0.021
C -18.66495 -5.47007 -22.12321 -0.105 -0.927 0.151
O -19.75421 -6.33704 -21.76659 -0.312 0.704 0.538
C -19.67125 -7.68797 -22.15494 -0.112 -1.181 0.508
C -18.62568 -8.55529 -21.47406 1.821 1.127 -0.692
O -18.84538 -8.87014 -20.12691 -0.715 -0.130 -0.040
C -17.70899 -9.46967 -19.52502 -0.131 0.247 0.105
H -17.76176 -5.82314 -21.62552 0.334 -0.111 -0.451
H -18.76686 -4.44406 -21.76967 -0.866 -0.218 0.284
H -18.58585 -5.39957 -23.20805 0.358 -0.258 -0.133
H -19.58896 -7.78057 -23.23788 0.347 -0.007 -0.191
H -20.54587 -8.27782 -21.88074 -0.989 1.039 -0.023
H -17.70699 -7.97962 -21.58686 0.663 0.043 0.374
H -18.40709 -9.44219 -22.06882 -0.425 -0.415 -0.151
H -16.99244 -8.69105 -19.26347 0.312 0.024 -0.064
H -17.23135 -10.21742 -20.15815 0.042 -0.001 -0.118
H -18.01438 -9.95255 -18.59676 -0.203 0.033 -0.012
C -17.92917 -14.48403 -16.43304 -0.002 -0.907 -1.324
O -19.26278 -14.26722 -16.82717 -0.856 1.829 -0.205
C -19.50190 -12.98826 -17.51987 1.833 -2.013 -0.211
C -18.74640 -12.92957 -18.88002 -1.124 -0.154 0.697
O -19.05274 -14.12160 -19.59197 -0.127 0.363 0.534
C -18.60396 -14.06652 -20.90089 0.454 0.468 -1.139
H -17.44581 -14.95884 -17.28686 0.474 -0.172 -0.189
H -17.97085 -15.25749 -15.66614 0.199 0.431 0.359
H -17.30915 -13.61438 -16.21538 -0.501 0.239 0.592
H -19.13090 -12.19042 -16.87652 -0.336 0.278 0.103
H -20.57439 -12.96398 -17.71293 0.118 0.098 0.150
H -17.67603 -12.72374 -18.87324 0.355 -0.396 0.514
H -19.15543 -12.02804 -19.33613 -0.317 0.094 -0.662
H -17.53022 -13.90122 -20.98945 0.461 -0.232 0.322
H -19.01004 -13.21521 -21.44722 -0.502 0.235 -0.072
H -18.85390 -14.95842 -21.47547 -0.198 -0.157 0.412
C -12.57287 -10.55956 -24.64112 -0.932 0.636 0.441
O -13.79549 -11.22729 -25.01201 1.699 -0.355 0.288
C -13.49593 -12.59266 -25.34491 -2.884 0.049 -0.282
C -14.91012 -13.29714 -25.63113 0.464 0.605 0.661
O -15.58446 -13.54467 -24.40227 -0.980 -2.020 0.351
C -16.71319 -14.53707 -24.50972 1.016 1.506 0.169
H -11.97435 -10.26712 -25.50389 0.064 -0.238 -0.112
H -11.96965 -11.06424 -23.88645 0.064 -0.819 -0.289
H -12.83027 -9.65764 -24.08582 -0.387 0.272 -0.389
H -13.01157 -13.08200 -24.49991 0.040 -0.173 0.015
H -12.86794 -12.63398 -26.23487 0.079 -0.098 -0.113
H -14.78587 -14.20687 -26.21855 0.285 -0.277 0.101
H -15.61609 -12.67189 -26.17773 0.583 0.522 -0.573
H -17.62535 -14.04390 -24.84563 0.116 0.118 -0.458
H -16.97597 -14.91081 -23.52009 0.576 0.103 0.162
H -16.46108 -15.37837 -25.15529 0.142 0.113 -0.075
```
Forces are in eV/Å.

Mulliken atomic charge list, values in e, 5 entries:
1 F -0.323
2 C -0.069
3 C 0.160
4 C -0.971
5 C -0.248

=====

These records have ΔE to the lowest compared entry with this formula, charge and spin values of 157.1, 104.5 kJ/mol, in the order they appear.